C32H62B3HfN3O20S4 as an isolated structure, computed with ωB97M-V/def2-TZVPD.

Output
- LUMO energy (eV) = -5.3
- charge = 0
- HOMO (eV) = -9.23
- total energy (eV) = -126251.287
- max |F| (Eh/bohr) = 0.10890
- orbital gap (eV) = 3.9

Last column: Löwdin charge in e.
Positions of all 125 atoms, in Å:
1 Hf -24.48825 11.65414 -12.69956  2.046
2 B -24.92387 14.56114 -10.86849  -0.360
3 H -25.76518 13.94066 -11.13580  -0.104
4 H -24.08116 14.45634 -11.53414  -0.080
5 H -25.17648 15.61005 -10.88288  -0.036
6 H -24.59262 14.30609 -9.87377  -0.052
7 B -24.40062 8.94891 -14.45193  -0.386
8 H -23.93036 9.72932 -15.02992  -0.073
9 H -25.39384 9.27012 -14.17884  -0.094
10 H -24.41717 8.07523 -15.08491  -0.034
11 H -23.78728 8.84140 -13.57074  -0.076
12 B -21.35481 11.74303 -11.42953  -0.346
13 H -21.57504 10.93095 -12.10501  -0.077
14 H -21.01665 12.53216 -12.08311  -0.048
15 H -22.19939 12.05108 -10.83285  -0.082
16 H -20.50808 11.51131 -10.80216  -0.030
17 C -23.56977 14.65350 -17.67763  0.043
18 C -23.85061 14.01537 -16.31651  -0.661
19 O -22.97704 13.52412 -15.55867  0.112
20 O -24.92761 13.71395 -15.81733  0.069
21 H -22.64512 14.27704 -18.11511  0.092
22 H -23.44840 15.71070 -17.44162  0.088
23 H -24.41623 14.59385 -18.36176  0.089
24 C -26.07472 17.32063 -26.60788  -0.072
25 C -25.11911 16.46292 -27.14032  -0.086
26 C -24.16318 15.89837 -26.37537  -0.018
27 C -24.12197 16.19374 -24.99348  -0.135
28 C -25.11438 17.04852 -24.42957  0.027
29 C -26.11581 17.63477 -25.25518  -0.051
30 N -23.08245 15.65464 -24.14190  -0.309
31 O -23.19168 15.77531 -22.88011  0.039
32 O -22.18921 15.00891 -24.72227  0.058
33 H -26.84721 17.84034 -27.15520  0.105
34 H -24.97228 16.28069 -28.19466  0.111
35 H -23.40089 15.24695 -26.77658  0.118
36 H -25.08075 17.32176 -23.38525  0.109
37 H -26.82782 18.31178 -24.80674  0.106
38 C -22.60868 21.93950 -21.26895  -0.050
39 C -22.44643 21.05870 -20.10145  -0.040
40 C -23.57621 20.60274 -19.38678  0.009
41 C -24.82851 21.24591 -19.66597  -0.135
42 C -24.91755 22.05846 -20.84055  -0.001
43 C -23.84791 22.46262 -21.62390  -0.079
44 N -26.01708 20.90034 -18.94763  -0.316
45 O -27.07509 21.60616 -19.09390  0.035
46 O -25.93109 20.03875 -18.06051  0.058
47 H -21.71045 22.22014 -21.79888  0.095
48 H -21.47901 20.68799 -19.79636  0.094
49 H -23.32660 19.94596 -18.56658  0.110
50 H -25.83365 22.57165 -21.09311  0.112
51 H -23.83279 23.11323 -22.48580  0.109
52 C -23.95073 7.23627 -20.98866  -0.091
53 C -23.30144 8.01410 -21.94453  -0.079
54 C -22.37180 8.97126 -21.52141  0.015
55 C -22.14999 9.13925 -20.09113  -0.110
56 C -22.78875 8.33587 -19.14331  0.011
57 C -23.74379 7.38449 -19.61530  -0.049
58 N -21.14434 10.15629 -19.64027  -0.341
59 O -20.94949 10.34072 -18.40794  0.035
60 O -20.50345 10.75125 -20.46079  0.082
61 H -24.67311 6.53215 -21.37440  0.101
62 H -23.65524 7.89562 -22.95803  0.104
63 H -21.68285 9.37695 -22.24746  0.109
64 H -22.60187 8.51328 -18.09450  0.112
65 H -24.33138 6.78135 -18.93901  0.102
66 O -20.71844 20.31514 -11.74490  -0.303
67 S -22.16362 20.44506 -11.58780  0.644
68 O -22.90756 19.43484 -10.84467  -0.289
69 O -22.51329 21.89873 -10.95190  -0.252
70 C -21.75026 23.01940 -11.40614  -0.283
71 C -21.96892 24.15394 -10.42005  -0.082
72 C -22.93771 20.50164 -13.23072  -0.108
73 H -22.02376 23.39550 -12.39196  0.120
74 H -20.67474 22.86022 -11.32854  0.117
75 H -21.45943 23.89230 -9.49266  0.080
76 H -22.99541 24.44980 -10.20352  0.079
77 H -21.47115 25.09801 -10.64157  0.078
78 H -23.27583 19.53499 -13.60404  0.074
79 H -22.14027 20.84829 -13.88800  0.060
80 H -23.76404 21.20143 -13.10590  0.066
81 O -18.65306 16.04856 -14.11762  -0.277
82 S -18.74359 16.90347 -15.28992  0.654
83 O -19.94531 17.60177 -15.72003  -0.313
84 O -17.48905 17.98430 -15.23774  -0.278
85 C -17.51018 19.26635 -15.86562  -0.274
86 C -16.44263 19.19897 -16.90475  -0.085
87 C -18.15114 15.93230 -16.68183  -0.105
88 H -17.43582 20.02026 -15.08192  0.128
89 H -18.44402 19.45979 -16.39347  0.109
90 H -15.52686 18.72126 -16.55651  0.086
91 H -16.16967 20.21060 -17.20508  0.079
92 H -16.70187 18.67930 -17.82717  0.074
93 H -17.21724 15.46486 -16.36969  0.079
94 H -18.05004 16.76918 -17.37286  0.048
95 H -18.91946 15.24351 -17.03307  0.074
96 O -28.84588 12.29599 -13.21155  -0.323
97 S -30.29385 12.49129 -13.17580  0.669
98 O -31.04716 12.05119 -12.01681  -0.298
99 O -30.65562 14.07464 -13.49631  -0.263
100 C -31.98325 14.52903 -13.26111  -0.289
101 C -32.18726 15.69993 -14.23768  -0.059
102 C -31.06064 11.60748 -14.65066  -0.085
103 H -32.17619 14.90750 -12.25730  0.119
104 H -32.75126 13.75605 -13.23302  0.112
105 H -33.21659 16.04644 -14.14529  0.080
106 H -31.97788 15.41301 -15.26818  0.070
107 H -31.49413 16.51036 -14.01211  0.081
108 H -30.63630 10.60478 -14.59916  0.064
109 H -30.83601 12.17527 -15.55357  0.062
110 H -32.14312 11.57620 -14.52680  0.059
111 O -28.77763 15.28737 -21.19174  -0.300
112 S -29.35153 16.43116 -20.49613  0.676
113 O -28.89211 17.78493 -20.78032  -0.287
114 O -31.01390 16.39627 -20.75530  -0.240
115 C -31.71851 17.55816 -20.57148  -0.354
116 C -33.22042 17.45327 -20.97355  -0.047
117 C -29.21192 15.94176 -18.77106  -0.108
118 H -31.34700 18.43332 -21.10456  0.107
119 H -31.56716 17.97676 -19.57651  0.113
120 H -33.65142 16.80636 -20.20945  0.071
121 H -33.38131 17.17676 -22.01554  0.080
122 H -33.66081 18.43286 -20.78763  0.075
123 H -29.91684 16.56693 -18.22302  0.062
124 H -28.25173 16.39495 -18.52461  0.067
125 H -29.17522 14.87591 -18.54586  0.079

Cartesian forces (eV/Å) of the 3 atoms listed first:
3.4 0.8 -0.5
0.6 -1.0 0.5
-4.4 -3.1 -1.3